This record from the Open Molecules 2025 dataset describes 8 unconnected molecules or ions with the total composition C38H100N8O11 in a non-equilibrium geometry. The level of theory is ωB97M-V/def2-TZVPD.

The SMILES is COC[C@H](C)N.COC[C@H](C)N.COC[C@H](C)N.COC[C@H](C)N.COC[C@H](C)N.COCCNCCOC.COCCNCCOC.COCCNCCOC. For the energy relative to the best compared isomer or geometry (same formula, charge and spin), the calculation gives 2.736 eV. The value obtained for the total energy is -2773.1607 Eh.

Each atom is followed by the atoms it is bonded to, with distances in Å.
Geometry (Å):
1 C 0.0412 -2.9421 5.5075  O2 1.390, H7 1.033, H8 1.060, H9 1.069
2 O 0.2279 -3.7509 4.3927  C1 1.390, C3 1.417
3 C -0.1690 -5.1029 4.5419  O2 1.417, C4 1.504, H10 1.117, H11 1.056
4 C -0.2846 -5.8215 3.2260  C3 1.504, C5 1.532, N6 1.490, H12 1.068
5 C -1.4036 -5.3186 2.3079  C4 1.532, H13 1.096, H14 1.095, H15 1.108
6 N -0.6202 -7.2109 3.6461  C4 1.490, H16 1.020, H17 1.017
7 H 0.3974 -3.3593 6.3825  C1 1.033
8 H -0.9477 -2.6330 5.7312  C1 1.060
9 H 0.4850 -1.9971 5.2785  C1 1.069
10 H 0.6430 -5.6195 5.1095  C3 1.117
11 H -1.0464 -5.1770 5.1255  C3 1.056
12 H 0.6149 -5.8674 2.6528  C4 1.068
13 H -1.1141 -4.3277 1.9413  C5 1.096
14 H -2.3786 -5.2534 2.8031  C5 1.095
15 H -1.4564 -6.0390 1.4681  C5 1.108
16 H 0.2344 -7.7049 3.9040  N6 1.020
17 H -0.8559 -7.7378 2.8086  N6 1.017
18 C 3.2119 -3.1055 1.6723  O19 1.406, H24 1.124, H25 1.079, H26 1.067
19 O 3.6603 -2.1900 2.6409  C18 1.406, C20 1.411
20 C 3.3796 -2.5774 3.9687  O19 1.411, C21 1.486, H27 1.044, H28 1.081
21 C 3.6721 -1.5132 4.9641  C20 1.486, C22 1.560, N23 1.448, H29 1.105
22 C 5.1245 -0.9885 4.7455  C21 1.560, H30 1.062, H31 1.077, H32 1.084
23 N 3.4718 -2.1846 6.2317  C21 1.448, H33 0.989, H34 1.014
24 H 3.3827 -2.5397 0.7158  C18 1.124
25 H 2.1575 -3.2825 1.8171  C18 1.079
26 H 3.7870 -4.0047 1.6687  C18 1.067
27 H 2.4207 -2.9887 3.9894  C20 1.044
28 H 4.0509 -3.3817 4.2332  C20 1.081
29 H 2.9592 -0.6781 4.8384  C21 1.105
30 H 5.7525 -1.7724 5.0891  C22 1.062
31 H 5.3718 -0.0237 5.1558  C22 1.077
32 H 5.3499 -0.8755 3.6913  C22 1.084
33 H 4.0132 -3.0102 6.2925  N23 0.989
34 H 3.8275 -1.6962 7.0457  N23 1.014
35 C 3.2154 2.1070 1.6427  O36 1.432, H41 1.097, H42 1.148, H43 1.111
36 O 4.2199 2.2560 0.6335  C35 1.432, C37 1.410
37 C 3.9377 1.6718 -0.6187  O36 1.410, C38 1.559, H44 1.094, H45 1.098
38 C 3.8918 0.1192 -0.4881  C37 1.559, C39 1.530, N40 1.396, H46 1.120
39 C 5.2626 -0.4694 -0.1500  C38 1.530, H47 1.114, H48 1.115, H49 1.081
40 N 3.3958 -0.5349 -1.6168  C38 1.396, H50 0.990, H51 1.033
41 H 3.3727 2.8249 2.4569  C35 1.097
42 H 3.3457 1.0676 2.1126  C35 1.148
43 H 2.1834 2.2875 1.2741  C35 1.111
44 H 2.9918 2.0098 -1.0520  C37 1.094
45 H 4.6958 2.0045 -1.3402  C37 1.098
46 H 3.1886 -0.0869 0.3587  C38 1.120
47 H 6.0665 -0.1423 -0.8477  C39 1.114
48 H 5.3298 -1.5824 -0.1542  C39 1.115
49 H 5.5068 -0.2080 0.8699  C39 1.081
50 H 4.0991 -0.8631 -2.2314  N40 0.990
51 H 2.7441 -0.0013 -2.2157  N40 1.033
52 C 2.3007 7.1242 -0.4021  O53 1.392, H58 1.113, H59 1.104, H60 1.078
53 O 1.5532 5.9835 -0.1249  C52 1.392, C54 1.392
54 C 0.9117 5.4728 -1.2497  O53 1.392, C55 1.541, H61 1.144, H62 1.086
55 C 0.2860 4.1024 -0.9249  C54 1.541, C56 1.495, N57 1.471, H63 1.102
56 C -0.4712 3.5685 -2.0985  C55 1.495, H64 1.099, H65 1.127, H66 1.099
57 N -0.3648 4.1228 0.3946  C55 1.471, H67 1.030, H68 1.019
58 H 1.8509 7.9183 -1.0396  C52 1.113
59 H 3.2528 6.8162 -0.8670  C52 1.104
60 H 2.4693 7.6069 0.5466  C52 1.078
61 H 0.0809 6.1644 -1.6238  C54 1.144
62 H 1.5518 5.2952 -2.1085  C54 1.086
63 H 1.1548 3.4437 -0.7660  C55 1.102
64 H -1.2871 4.2591 -2.3525  C56 1.099
65 H -1.0386 2.6237 -1.8647  C56 1.127
66 H 0.1865 3.3857 -2.9604  C56 1.099
67 H -1.3379 4.4101 0.2196  N57 1.030
68 H 0.1647 4.7071 1.0404  N57 1.019
69 C -0.1374 -0.2223 -2.2058  O70 1.432, H75 1.103, H76 1.074, H77 1.096
70 O 0.0953 -0.4446 -0.8106  C69 1.432, C71 1.374
71 C -0.5336 0.3424 0.1242  O70 1.374, C72 1.481, H78 1.076, H79 1.091
72 C -0.0545 0.0351 1.4912  C71 1.481, C73 1.518, N74 1.458, H80 1.130
73 C -0.2886 -1.3927 1.9505  C72 1.518, H81 1.127, H82 1.082, H83 1.108
74 N -0.6068 1.0750 2.3503  C72 1.458, H84 1.043, H85 1.053
75 H 0.7436 -0.4961 -2.8108  C69 1.103
76 H -0.3601 0.8104 -2.3981  C69 1.074
77 H -0.9309 -0.9064 -2.5262  C69 1.096
78 H -0.4256 1.4044 -0.0079  C71 1.076
79 H -1.6085 0.1600 0.0881  C71 1.091
80 H 1.0530 0.1191 1.2846  C72 1.130
81 H 0.2334 -2.1452 1.2933  C73 1.127
82 H -1.3261 -1.6911 2.0294  C73 1.082
83 H 0.1515 -1.5315 2.9578  C73 1.108
84 H -0.0849 1.2666 3.2331  N74 1.043
85 H -0.6795 2.0058 1.8626  N74 1.053
86 C -1.0248 7.7012 2.0445  O87 1.424, H95 1.105, H96 1.078, H97 1.092
87 O -0.8336 6.4033 2.5992  C86 1.424, C88 1.359
88 C -1.7355 5.9772 3.5228  O87 1.359, C89 1.503, H98 1.114, H99 1.094
89 C -1.3538 4.6603 4.1393  C88 1.503, N90 1.468, H100 1.095, H101 1.085
90 N -2.2871 4.3286 5.2229  C89 1.468, C91 1.462, H102 1.016
91 C -2.6167 2.9047 5.2726  N90 1.462, C92 1.534, H103 1.063, H104 1.132
92 C -1.6883 1.9200 5.9944  C91 1.534, O93 1.419, H105 1.102, H106 1.058
93 O -0.3947 2.0769 5.4333  C92 1.419, C94 1.359
94 C 0.6539 1.4610 6.0408  O93 1.359, H107 1.096, H108 1.125, H109 1.092
95 H -2.0961 7.8058 1.7931  C86 1.105
96 H -0.4853 7.6926 1.1109  C86 1.078
97 H -0.6767 8.5022 2.6995  C86 1.092
98 H -2.7242 5.8622 3.0218  C88 1.114
99 H -1.9221 6.7161 4.3082  C88 1.094
100 H -0.3489 4.8125 4.5479  C89 1.095
101 H -1.4147 3.8973 3.3702  C89 1.085
102 H -1.9691 4.6696 6.1252  N90 1.016
103 H -2.7227 2.4674 4.3098  C91 1.063
104 H -3.5565 2.5605 5.8009  C91 1.132
105 H -1.9551 0.8668 5.8119  C92 1.102
106 H -1.6108 2.0881 7.0365  C92 1.058
107 H 0.4974 0.3853 6.1795  C94 1.096
108 H 0.6798 1.9620 7.0477  C94 1.125
109 H 1.5682 1.6096 5.4633  C94 1.092
110 C -1.2425 -2.4480 -5.3749  O111 1.391, H119 1.074, H120 1.087, H121 1.098
111 O -1.0646 -3.8116 -5.1686  C110 1.391, C112 1.411
112 C 0.2811 -4.2264 -5.2621  O111 1.411, C113 1.510, H122 1.083, H123 1.072
113 C 0.4187 -5.5144 -4.4867  C112 1.510, N114 1.494, H124 1.059, H125 1.120
114 N -0.2612 -5.4252 -3.1588  C113 1.494, C115 1.502, H126 1.067
115 C 0.3553 -4.3917 -2.2600  N114 1.502, C116 1.511, H127 1.105, H128 1.086
116 C -0.5186 -3.9989 -1.0919  C115 1.511, O117 1.437, H129 1.099, H130 1.111
117 O -1.5977 -3.1747 -1.5632  C116 1.437, C118 1.416
118 C -2.4376 -2.7076 -0.5236  O117 1.416, H131 1.130, H132 1.102, H133 1.094
119 H -1.1961 -2.1614 -6.4085  C110 1.074
120 H -0.6682 -1.8520 -4.6703  C110 1.087
121 H -2.2640 -2.1974 -5.0613  C110 1.098
122 H 0.9724 -3.5517 -4.7726  C112 1.083
123 H 0.5390 -4.3822 -6.2912  C112 1.072
124 H 1.4280 -5.7680 -4.2914  C113 1.059
125 H -0.0414 -6.3937 -5.0050  C113 1.120
126 H -1.2541 -5.0721 -3.3266  N114 1.067
127 H 0.5519 -3.4310 -2.7694  C115 1.105
128 H 1.2617 -4.7517 -1.7819  C115 1.086
129 H 0.0027 -3.4383 -0.3034  C116 1.099
130 H -0.9545 -4.9499 -0.7178  C116 1.111
131 H -3.4549 -3.1746 -0.6772  C118 1.130
132 H -2.5150 -1.6231 -0.7027  C118 1.102
133 H -2.0735 -3.0378 0.4540  C118 1.094
134 C -3.6464 0.4759 -3.0260  O135 1.415, H143 1.111, H144 1.102, H145 1.106
135 O -3.3095 1.2348 -4.1720  C134 1.415, C136 1.380
136 C -4.1941 2.1996 -4.6108  O135 1.380, C137 1.517, H146 1.086, H147 1.115
137 C -3.8028 2.5232 -6.0407  C136 1.517, N138 1.413, H148 1.086, H149 1.092
138 N -3.7563 1.2671 -6.6855  C137 1.413, C139 1.430, H150 0.992
139 C -3.1899 1.3737 -7.9943  N138 1.430, C140 1.464, H151 1.085, H152 1.120
140 C -2.8456 0.0819 -8.5909  C139 1.464, O141 1.418, H153 1.078, H154 1.118
141 O -4.0509 -0.4969 -9.0625  C140 1.418, C142 1.396
142 C -3.8868 -1.6242 -9.8686  O141 1.396, H155 1.093, H156 1.130, H157 1.059
143 H -4.5868 -0.1097 -3.1045  C134 1.111
144 H -3.7205 1.1127 -2.1293  C134 1.102
145 H -2.8151 -0.2276 -2.8354  C134 1.106
146 H -4.1334 3.0778 -3.9756  C136 1.086
147 H -5.1975 1.7137 -4.6306  C136 1.115
148 H -2.8932 3.0983 -5.8969  C137 1.086
149 H -4.5254 3.1425 -6.5771  C137 1.092
150 H -3.2582 0.5819 -6.1688  N138 0.992
151 H -2.3141 2.0135 -8.0297  C139 1.085
152 H -4.0328 1.7620 -8.6216  C139 1.120
153 H -2.3710 -0.6385 -7.9440  C140 1.078
154 H -2.0998 0.2332 -9.4097  C140 1.118
155 H -3.2501 -2.3617 -9.3728  C142 1.093
156 H -3.4525 -1.3678 -10.8795  C142 1.130
157 H -4.8287 -2.0911 -9.9996  C142 1.059

Atom charges from the Mulliken analysis, given in e for atoms 1 to 99: -1.01, -0.06, -1.09, 0.63, -0.90, -0.78, 0.61, 0.38, -0.04, 0.28, 0.44, 0.26, -0.07, 0.26, 0.44, 0.26, 0.28, -0.23, -0.21, -0.37, 1.11, -1.42, -0.60, -0.09, -0.15, 0.45, -0.04, 0.43, -0.28, 0.40, 0.39, 0.16, 0.27, 0.24, 0.13, -0.48, -0.38, 2.14, -1.59, -0.52, 0.35, -0.12, -0.12, -0.09, 0.36, -1.17, 0.48, 0.38, 0.21, 0.23, 0.17, -0.96, -0.22, -0.95, 1.46, -1.22, -0.13, 0.35, 0.32, 0.29, 0.33, 0.44, -1.01, 0.46, -0.06, 0.37, 0.19, 0.25, -0.01, 0.77, -0.14, 2.55, 0.40, -0.21, 0.10, 0.05, -0.55, -0.79, 0.09, -1.15, -1.25, 0.44, -0.28, -0.04, 0.09, -0.67, -0.12, -0.91, 0.69, -0.30, -0.88, -0.59, -0.04, -0.88, 0.38, 0.06, 0.26, 0.36, 0.33